Record 1
Entry from the OMol25 dataset: a structure of composition C24H29BGe2N6Pt (the ωB97M-V functional and the def2-TZVPD basis).

The highest occupied orbital energy (alpha / beta) comes out at -16.42 / -17.41 eV. For the total energy, the calculation gives -151224.0218 eV. As for the charge: +3. The calculation puts the orbital gap (alpha / beta) at 8.20 / 4.72 eV. Its spin multiplicity is 6. As for the expectation value of S²: 8.780.

Each line ends with the natural charge from an NBO analysis.
Geometry (Å):
Pt1 1.220 0.142 0.122  1.095
C1 1.690 -0.017 4.475  0.013
C2 0.875 -0.223 3.314  0.034
N1 1.478 0.276 2.284  -0.255
N2 2.720 0.826 2.708  -0.218
C3 2.870 0.669 3.974  0.128
B1 3.741 1.417 1.641  0.513
N3 4.170 0.237 0.766  -0.337
C4 5.404 -0.212 0.467  0.053
C5 5.291 -1.258 -0.423  -0.302
C6 3.925 -1.404 -0.634  0.020
N4 3.255 -0.504 0.092  -0.392
N5 2.997 2.454 0.795  -0.339
C7 3.313 3.747 0.587  0.051
C8 2.494 4.253 -0.397  -0.297
C9 1.680 3.187 -0.766  0.014
N6 1.990 2.108 -0.046  -0.374
H1 1.486 -0.313 5.496  0.281
H2 -0.089 -0.698 3.230  0.270
H3 3.748 1.015 4.503  0.293
H4 4.660 1.904 2.219  0.025
H5 6.283 0.239 0.898  0.260
H6 6.087 -1.836 -0.860  0.278
H7 3.408 -2.111 -1.264  0.238
H8 4.107 4.222 1.141  0.260
H9 2.494 5.249 -0.804  0.275
H10 0.916 3.150 -1.525  0.229
C10 -1.787 -1.986 -3.994  -1.102
Ge1 -2.512 -0.399 -3.169  1.576
C11 -4.368 -0.458 -2.677  -1.109
C12 -1.855 1.313 -3.779  -1.108
Ge2 -1.039 -0.624 -0.774  0.873
C13 -1.682 0.813 0.384  -0.485
C14 -1.614 2.139 -0.077  -0.146
C15 -2.109 3.168 0.706  -0.213
C16 -2.654 2.883 1.955  -0.131
C17 -2.706 1.570 2.424  -0.182
C18 -2.207 0.532 1.657  -0.243
C19 -1.536 -2.436 -0.361  -0.485
C20 -0.679 -3.490 -0.697  -0.151
C21 -1.029 -4.777 -0.325  -0.192
C22 -2.228 -5.004 0.348  -0.130
C23 -3.090 -3.951 0.644  -0.184
C24 -2.764 -2.655 0.271  -0.225
H11 -1.992 -1.887 -5.064  0.287
H12 -2.293 -2.870 -3.613  0.266
H13 -0.711 -2.078 -3.860  0.253
H14 -4.899 -0.388 -3.633  0.290
H15 -4.662 0.385 -2.055  0.265
H16 -4.635 -1.400 -2.202  0.266
H17 -2.285 1.431 -4.780  0.292
H18 -0.771 1.342 -3.868  0.255
H19 -2.222 2.124 -3.155  0.254
H20 -1.208 2.358 -1.057  0.207
H21 -2.083 4.188 0.344  0.251
H22 -3.048 3.685 2.565  0.255
H23 -3.154 1.356 3.387  0.249
H24 -2.270 -0.486 2.025  0.227
H25 0.247 -3.318 -1.233  0.215
H26 -0.372 -5.603 -0.566  0.250
H27 -2.503 -6.012 0.626  0.255
H28 -4.029 -4.137 1.150  0.253
H29 -3.464 -1.849 0.459  0.233



Record 2
Entry from the OMol25 dataset: a structure of composition C24H29BrN2P2Ti at a distorted geometry (the ωB97M-V functional and the def2-TZVPD basis).

The highest occupied orbital energy comes out at -12.92 eV. For the total energy, the calculation gives -140058.7008 eV. As for the charge: +2. The calculation puts the orbital gap at 5.38 eV.

Each line ends with the natural charge from an NBO analysis.
Geometry (Å):
C1 2.979 1.936 -2.688  -0.162
C2 1.892 1.913 -1.825  -0.061
C3 0.571 1.817 -2.366  0.154
C4 0.392 1.629 -3.787  -0.030
C5 1.536 1.655 -4.622  -0.158
C6 2.802 1.823 -4.084  -0.212
C7 -0.900 1.363 -4.246  -0.076
C8 -1.993 1.325 -3.377  -0.127
C9 -1.738 1.538 -1.973  0.265
C10 -2.797 1.378 -1.025  -0.082
C11 -4.075 1.077 -1.476  -0.158
C12 -4.340 0.918 -2.853  -0.210
C13 -3.318 1.026 -3.784  -0.142
H1 3.983 2.034 -2.277  0.224
H2 1.390 1.535 -5.700  0.236
H3 3.680 1.842 -4.731  0.244
H4 -1.063 1.189 -5.307  0.233
H5 -4.882 0.965 -0.754  0.224
H6 -5.359 0.686 -3.173  0.243
H7 -3.509 0.879 -4.852  0.236
N1 -0.488 1.771 -1.545  -0.499
Ti1 0.191 -1.394 0.390  1.475
C14 2.051 1.927 -0.326  -0.685
H8 1.181 2.425 0.125  0.273
H9 2.982 2.435 -0.041  0.267
C15 -2.466 1.520 0.435  -0.689
H10 -1.669 2.269 0.554  0.271
H11 -3.362 1.799 1.005  0.258
P1 2.038 0.221 0.402  0.823
P2 -1.758 -0.020 1.174  0.776
C16 -3.242 -1.080 1.260  -0.930
H12 -3.022 -2.040 1.745  0.234
H13 -4.039 -0.566 1.809  0.265
H14 -3.576 -1.284 0.233  0.277
C17 -1.459 0.569 2.874  -0.933
H15 -2.390 0.988 3.279  0.270
H16 -1.116 -0.248 3.516  0.241
H17 -0.684 1.350 2.853  0.252
C18 3.587 -0.484 -0.268  -0.922
H18 4.441 0.185 -0.095  0.266
H19 3.779 -1.453 0.211  0.241
H20 3.465 -0.657 -1.344  0.276
C19 2.486 0.572 2.134  -0.934
H21 2.609 -0.370 2.684  0.242
H22 3.431 1.131 2.159  0.274
H23 1.694 1.157 2.619  0.254
H24 -0.273 -1.213 -1.151  -0.214
H25 1.045 -2.167 -0.769  -0.276
Br1 -1.289 -3.575 5.798  0.174
C20 -0.063 -3.419 4.330  -0.089
C21 1.278 -3.760 4.495  -0.124
C22 2.163 -3.512 3.446  -0.206
C23 1.679 -2.954 2.262  0.039
N2 0.377 -2.621 2.110  -0.616
C24 -0.503 -2.869 3.126  0.025
H26 1.624 -4.154 5.442  0.272
H27 3.234 -3.689 3.558  0.267
H28 2.345 -2.774 1.411  0.231
H29 -1.534 -2.548 3.002  0.232



Record 3
Entry from the OMol25 dataset: a structure of composition C24H29ClGeN2OPt (the ωB97M-V functional and the def2-TZVPD basis).

The highest occupied orbital energy (alpha / beta) comes out at -20.46 / -20.89 eV. For the total energy, the calculation gives -102624.9924 eV. As for the charge: +4. The calculation puts the orbital gap (alpha / beta) at 6.80 / 5.14 eV. Its spin multiplicity is 5. As for the expectation value of S²: 6.070.

Each line ends with the natural charge from an NBO analysis.
Geometry (Å):
Pt1 -0.740 -1.003 -0.156  0.833
Cl1 -1.014 0.260 -7.239  0.380
C1 -0.684 -0.212 -5.692  -0.015
C2 0.499 -0.944 -5.384  -0.125
C3 0.724 -1.355 -4.111  -0.182
C4 -0.188 -1.056 -3.037  0.482
O1 0.096 -1.551 -1.897  -0.601
C5 -1.363 -0.251 -3.327  -0.188
C6 -2.300 0.234 -2.382  0.254
N1 -2.215 0.094 -1.071  -0.527
C7 -3.099 0.678 -0.180  0.278
C8 -4.269 1.396 -0.514  -0.165
C9 -5.010 1.998 0.473  -0.117
C10 -4.599 1.929 1.827  0.101
C11 -3.435 1.199 2.206  -0.149
C12 -2.976 1.131 3.534  0.001
C13 -1.831 0.408 3.802  -0.193
C14 -1.186 -0.254 2.761  0.119
N2 -1.620 -0.208 1.493  -0.456
C15 -2.716 0.535 1.209  0.234
C16 -1.596 0.126 -4.655  -0.005
H1 1.206 -1.164 -6.175  0.295
H2 1.614 -1.918 -3.860  0.276
H3 -3.137 0.797 -2.785  0.236
H4 -4.604 1.479 -1.540  0.263
H5 -5.912 2.540 0.218  0.295
H6 -5.180 2.437 2.591  0.279
H7 -3.505 1.648 4.327  0.285
H8 -1.426 0.345 4.804  0.294
H9 -0.289 -0.830 2.942  0.240
H10 -2.480 0.696 -4.919  0.267
C17 -0.422 -7.090 -2.347  -0.611
C18 0.168 -6.365 -1.138  -0.407
C19 0.759 -5.011 -1.516  -0.451
C20 1.363 -4.235 -0.368  -0.594
Ge1 -0.292 -3.419 0.486  1.026
C21 -0.268 -4.040 2.526  -0.493
C22 1.000 -4.055 3.272  -0.477
C23 1.997 -5.198 3.066  -0.416
C24 1.408 -6.549 2.675  -0.633
H11 -1.055 -7.915 -2.030  0.254
H12 0.365 -7.502 -2.976  0.240
H13 -1.030 -6.421 -2.960  0.202
H14 0.958 -6.968 -0.684  0.235
H15 -0.600 -6.240 -0.364  0.189
H16 0.050 -4.423 -2.116  0.224
H17 1.630 -5.138 -2.189  0.305
H18 2.031 -3.407 -0.601  0.265
H19 1.790 -4.854 0.421  0.271
H20 -1.614 -3.983 -0.050  -0.115
H21 -0.731 -5.010 2.319  0.280
H22 -1.007 -3.305 2.869  0.249
H23 0.619 -4.105 4.326  0.334
H24 1.501 -3.079 3.274  0.253
H25 2.561 -5.300 3.994  0.270
H26 2.758 -4.872 2.347  0.222
H27 0.874 -7.013 3.506  0.250
H28 2.208 -7.232 2.395  0.266
H29 0.722 -6.501 1.825  0.173



Record 4
Entry from the OMol25 dataset: the molecule C24H29ClN4O2 (the ωB97M-V functional and the def2-TZVPD basis).

The highest occupied orbital energy comes out at -8.08 eV. As for the SMILES: CCN(CC)CCN(Cc1cc2ccc(C)cc2[nH]c1=O)C(=O)Nc1ccc(Cl)cc1. The value obtained for the energy above the lowest of the compared OMol25 structures with the same formula, charge and spin is 0.0000 eV. For the total energy, the calculation gives -47938.6263 eV. The calculation puts the orbital gap at 8.26 eV.

Each line ends with the natural charge from an NBO analysis.
Geometry (Å):
C1 1.283 -0.211 3.847  -0.634
C2 1.041 1.252 3.496  -0.214
N1 0.060 1.425 2.434  -0.454
C3 -0.343 2.812 2.268  -0.215
C4 -1.320 3.252 3.356  -0.609
C5 0.389 0.753 1.197  -0.226
C6 1.725 1.176 0.532  -0.261
N2 1.801 0.796 -0.862  -0.444
C7 2.527 -0.429 -1.168  -0.233
C8 1.751 -1.656 -0.773  -0.142
C9 0.781 -2.175 -1.560  -0.099
C10 0.032 -3.323 -1.168  -0.160
C11 -0.974 -3.895 -1.957  -0.135
C12 -1.650 -5.010 -1.528  -0.246
C13 -1.353 -5.602 -0.293  0.025
C14 -2.105 -6.820 0.144  -0.629
C15 -0.367 -5.048 0.498  -0.272
C16 0.329 -3.915 0.074  0.279
N3 1.308 -3.354 0.849  -0.580
C17 2.052 -2.242 0.526  0.631
O1 2.883 -1.815 1.315  -0.653
C18 1.032 1.323 -1.863  0.798
O2 0.986 0.822 -2.971  -0.674
N4 0.354 2.475 -1.521  -0.646
C19 -0.472 3.260 -2.317  0.243
C20 -1.002 4.421 -1.751  -0.269
C21 -1.839 5.244 -2.476  -0.204
C22 -2.155 4.912 -3.783  -0.070
Cl1 -3.203 5.941 -4.698  -0.005
C23 -1.637 3.764 -4.361  -0.206
C24 -0.801 2.941 -3.633  -0.263
H1 1.816 -0.269 4.792  0.213
H2 1.883 -0.713 3.093  0.231
H3 0.331 -0.726 3.952  0.208
H4 0.638 1.755 4.378  0.195
H5 2.001 1.737 3.248  0.159
H6 -0.858 2.894 1.307  0.187
H7 0.521 3.501 2.258  0.161
H8 -2.127 2.529 3.433  0.215
H9 -0.833 3.333 4.323  0.203
H10 -1.738 4.223 3.103  0.209
H11 0.422 -0.319 1.395  0.207
H12 -0.434 0.924 0.495  0.202
H13 2.549 0.677 1.045  0.242
H14 1.879 2.256 0.640  0.186
H15 2.706 -0.432 -2.245  0.247
H16 3.477 -0.411 -0.629  0.226
H17 0.564 -1.712 -2.512  0.239
H18 -1.206 -3.443 -2.910  0.217
H19 -2.422 -5.445 -2.145  0.214
H20 -1.774 -7.156 1.123  0.215
H21 -1.958 -7.629 -0.571  0.225
H22 -3.172 -6.608 0.189  0.225
H23 -0.124 -5.489 1.454  0.206
H24 1.516 -3.777 1.747  0.414
H25 0.509 2.846 -0.596  0.398
H26 -0.755 4.682 -0.731  0.207
H27 -2.244 6.140 -2.031  0.226
H28 -1.887 3.514 -5.380  0.227
H29 -0.391 2.049 -4.077  0.262